Entry 1:
H4N4 | ωB97M-V/def2-TZVPD

energy relative to the best compared isomer or geometry (same formula, charge and spin)	156.3	kcal/mol
LUMO energy (alpha / beta)	-0.661 / -0.557	eV
highest occupied orbital energy (alpha / beta)	-0.328 / -0.332	hartree
HOMO-LUMO gap (alpha / beta)	8.27 / 8.47	eV
calculated total energy	-6018.168	eV
total charge	0

Last column: Löwdin charge in e.
Atoms and positions in Å:
N -1.72 0.68 -0.08  0.0484
N -0.67 -0.08 0.05  -0.5548
N 0.55 0.65 0.30  0.0501
N -0.77 -1.31 0.10  0.0532
H -2.56 0.27 0.18  0.0009
H 0.86 -2.00 0.25  0.1945
H 1.31 0.69 -0.52  0.1368
H 0.35 1.63 0.49  0.0711

***

Entry 2:
C18H42F3N5O14S | ωB97M-V/def2-TZVPD

LUMO energy	-11.907	eV
highest occupied orbital energy	-0.490	hartree
HOMO-LUMO gap	1.43	eV
calculated total energy	-74429.563	eV
total charge	+2

Last column: Löwdin charge in e.
Atoms and positions in Å:
S 9.43 16.57 14.87  0.5369
F 11.93 16.99 14.27  0.1211
F 10.96 18.72 15.20  0.1753
F 10.50 18.14 13.11  0.1050
O 6.82 20.98 16.91  0.2018
O 17.04 16.17 6.60  0.0133
O 10.07 9.51 13.52  0.0812
O 9.68 16.33 16.23  -0.2811
O 8.57 7.36 12.94  -0.0084
O 8.15 17.33 14.65  -0.3464
O 12.82 13.81 11.96  0.0861
O 18.34 12.29 8.97  0.1892
O 18.54 13.17 6.92  0.1820
O 9.62 15.38 14.02  -0.3236
O 10.76 11.54 12.67  0.0256
O 10.58 9.68 11.31  0.1336
O 17.06 13.91 8.39  0.1569
O 11.09 13.24 17.51  0.1699
N 18.00 17.19 4.79  0.0467
N 8.03 5.47 11.82  0.0284
N 13.15 14.80 9.86  0.0466
N 10.06 12.57 15.50  0.1113
N 6.86 19.57 15.12  0.0304
C 10.81 17.72 14.36  -0.6577
C 12.27 13.75 9.28  -0.0608
C 17.93 16.90 6.12  -0.5055
C 8.87 6.52 12.07  -0.4455
C 6.84 5.31 12.64  -0.0564
C 10.48 10.14 12.40  -0.5775
C 6.65 19.87 16.57  -0.4220
C 13.28 14.71 11.29  -0.4253
C 19.29 17.24 4.08  -0.0475
C 18.92 17.49 7.05  0.0146
C 8.78 13.13 16.17  0.0200
C 14.25 15.78 11.96  0.0433
C 18.02 13.08 8.11  -0.6916
C 10.16 6.57 11.28  0.0099
C 6.18 18.67 17.31  0.0441
C 7.64 20.54 14.30  0.0341
C 11.27 12.75 16.44  -0.3606
C 12.65 12.54 15.87  0.0399
H 9.93 11.56 15.24  0.1755
H 13.22 11.68 16.26  0.1109
H 19.75 16.80 6.90  0.1060
H 8.05 13.26 15.41  0.0924
H 19.80 16.27 4.19  0.0974
H 19.10 18.54 6.87  0.0987
H 14.63 16.44 11.18  0.0782
H 11.47 11.73 12.00  0.0933
H 12.60 12.65 14.80  0.0671
H 10.16 13.10 14.62  0.1386
H 9.53 8.69 13.18  0.0974
H 10.23 7.27 10.45  0.0849
H 19.16 17.26 3.04  0.0766
H 13.81 16.30 12.75  0.0389
H 19.97 18.02 4.43  0.0921
H 11.23 14.00 9.49  0.0955
H 14.99 9.39 6.43  0.4816
H 6.83 6.26 13.29  0.1159
H 18.09 13.84 6.36  0.1421
H 8.51 20.72 14.86  0.0904
H 5.61 18.86 18.21  0.1065
H 15.03 15.11 12.33  0.0961
H 9.07 14.01 16.68  0.0546
H 6.83 4.40 13.23  0.0896
H 12.81 15.71 9.58  0.1318
H 7.14 21.46 14.26  0.0877
H 8.39 4.77 11.21  0.1340
H 17.27 16.88 4.24  0.1111
H 17.26 14.79 8.04  0.0898
H 8.32 12.39 16.85  0.1172
H 7.04 18.10 17.68  0.1114
H 18.64 17.35 8.07  0.0838
H 10.89 6.97 11.98  0.0848
H 12.36 13.92 8.16  0.1096
H 13.15 13.47 16.24  0.1167
H 5.94 5.25 12.12  0.0604
H 7.70 20.08 13.33  0.1066
H 5.95 19.31 14.74  0.1821
H 7.33 18.55 15.03  0.1058
H 10.57 5.66 10.93  0.0682
H 12.42 12.77 9.59  0.0547
H 5.75 18.02 16.57  0.0867

***

Entry 3:
C14H15NO4 | ωB97M-V/def2-TZVPD

structure (SMILES)	CCOC(=O)/C(C#N)=C\c1ccc(OC)c(OC)c1
energy relative to the best compared isomer or geometry (same formula, charge and spin)	303.3	kcal/mol
LUMO energy	-0.014	eV
highest occupied orbital energy	-0.294	hartree
HOMO-LUMO gap	7.99	eV
calculated total energy	-24429.178	eV
total charge	0

Last column: Löwdin charge in e.
Atoms and positions in Å:
O -1.08 1.30 -3.06  0.0621
O 0.97 1.96 -1.56  -0.1239
O 0.90 -2.63 2.50  0.2294
O 1.64 -0.75 1.98  0.0121
N -1.41 -1.62 5.28  0.1625
C -1.44 0.08 0.67  -0.2093
C -2.67 -0.25 -0.11  0.0100
C -2.42 -0.01 -1.46  0.0922
C -0.32 1.21 -1.02  -0.0813
C -1.66 -0.46 2.12  0.0452
C -0.75 -1.10 2.84  -0.1520
C 1.83 2.46 -0.57  -0.1021
C -1.05 0.74 -2.06  -0.3334
C 2.72 -1.06 1.48  -0.4191
C 2.64 -1.49 0.17  -0.0437
C 0.66 -1.53 2.47  -0.4487
C -2.07 0.96 -4.18  0.0733
C -0.34 0.66 0.24  -0.0279
C -1.02 -1.24 4.20  -0.1770
H 2.34 2.96 -1.34  0.1006
H -2.95 -0.12 -2.26  -0.0049
H -2.57 -0.09 2.65  0.1479
H -3.53 -0.79 0.10  0.0856
H -1.60 1.35 -5.23  0.1657
H 3.60 -1.83 -0.19  0.1024
H 2.13 -2.48 0.10  0.1231
H -2.14 -0.04 -4.19  0.0322
H 1.32 2.95 0.12  0.0425
H 3.09 -1.93 2.20  0.1874
H 2.28 1.69 -0.04  0.0545
H 3.30 -0.23 1.58  0.1083
H -3.09 1.15 -4.08  0.0708
H 2.28 -0.94 -0.49  0.0058
H 0.43 1.14 1.13  0.2098

***

Entry 4:
C13H45BrGaNO8P | ωB97M-V/def2-TZVPD

LUMO energy	1.719	eV
highest occupied orbital energy	-0.134	hartree
HOMO-LUMO gap	5.35	eV
calculated total energy	-163783.850	eV
total charge	-1

Last column: Löwdin charge in e.
Atoms and positions in Å:
Br -4.26 1.07 2.12  0.1059
Ga -2.76 0.20 0.36  -0.1566
P -3.96 -1.45 -0.88  0.6122
O 0.81 -5.96 1.54  -0.1381
O -5.81 4.05 1.66  -0.1867
O 3.63 -2.77 1.03  -0.1410
O -2.84 -1.71 -5.96  -0.1456
O 0.72 2.60 -2.26  -0.1486
O -4.50 3.36 5.00  -0.1560
O 8.13 1.55 0.39  -0.1453
O 5.16 4.19 -1.38  -0.1388
N -1.23 -0.78 1.13  -0.1126
C -3.72 -3.08 0.08  -0.4364
C -0.02 -2.92 0.03  -0.0958
C 0.05 -0.40 -1.21  -0.1244
C -5.32 4.47 0.40  -0.1759
C -1.67 -0.91 -6.03  -0.1726
C 6.02 3.06 -1.34  -0.1711
C 1.98 3.13 -1.89  -0.1703
C 8.04 1.74 1.79  -0.1609
C -0.48 -1.31 0.09  -0.4538
C 3.54 -2.58 2.43  -0.1676
C 0.17 -6.77 2.51  -0.1691
C -3.21 -1.51 -2.64  -0.4498
C -5.92 3.42 5.04  -0.1763
H 2.50 -2.68 2.75  0.0815
H -0.92 -1.32 -5.34  0.0771
H -1.27 -0.93 -7.04  0.0679
H -2.38 -2.33 -2.79  0.0322
H 1.47 -5.42 2.00  0.0746
H -0.31 -6.14 3.26  0.0772
H -2.28 1.43 -0.59  -0.0855
H 0.09 3.33 -2.27  0.0866
H 3.89 -1.57 2.69  0.0748
H -6.31 3.31 4.03  0.0574
H -0.20 0.74 -1.08  0.0312
H -3.25 -2.80 1.12  0.0252
H 1.90 3.58 -0.89  0.0771
H -0.36 -0.86 -2.22  0.0607
H -0.34 -3.52 0.98  0.0663
H 8.39 2.75 2.04  0.0758
H -3.48 -1.32 -6.59  0.0807
H -6.30 2.63 5.68  0.0720
H 4.15 -3.33 2.94  0.0701
H -0.49 -3.33 -0.98  0.0739
H -6.22 4.39 5.44  0.0761
H 1.17 -2.88 -0.05  0.0631
H -3.05 -3.87 -0.46  0.0302
H -2.67 -0.46 -2.82  0.0269
H -4.27 2.49 4.64  0.0188
H 5.00 4.46 -0.46  0.0838
H 2.28 3.89 -2.61  0.0716
H 2.71 2.33 -1.87  0.0740
H -4.79 -3.54 0.27  0.0177
H 9.06 1.65 0.15  0.0874
H -4.36 4.98 0.53  0.0738
H -1.91 0.11 -5.73  0.0769
H 6.22 2.73 -2.36  0.0830
H -6.04 5.17 -0.04  0.0698
H -5.20 3.61 -0.26  0.0720
H 0.92 -7.42 2.99  0.0692
H 8.65 0.99 2.30  0.0736
H -0.58 -7.39 2.02  0.0789
H -4.08 -1.57 -3.44  0.0263
H -5.16 3.43 2.03  -0.0500
H 4.56 -2.67 0.79  0.0802
H 1.23 -0.60 -1.24  0.0766
H 6.95 3.33 -0.85  0.0598
H 7.00 1.64 2.10  0.0820
H 5.52 2.26 -0.79  0.0767